Here is a cluster of 4 separate species, C52H114F3O2P3 in total at a distorted geometry from OMol25. Energies are from ωB97M-V/def2-TZVPD.

```
174
Properties=species:S:1:pos:R:3:forces:R:3
C 0.2030 -4.8406 -3.8490 0.299 0.994 -0.704
C 0.9316 -3.6735 -4.6160 -0.343 -1.819 0.309
C 0.0861 -3.2770 -5.8278 1.141 0.772 1.135
C 0.9373 -2.6189 -6.9412 -1.638 0.303 -0.493
P 1.6561 -0.9566 -6.6703 -0.293 -0.784 1.628
C 3.0942 -1.2524 -5.5206 -0.187 2.223 -0.557
C 4.2635 -0.2798 -5.8404 0.427 -1.792 -0.342
C 5.4945 -0.5521 -4.9928 1.315 0.870 -1.618
C 5.2402 -0.4577 -3.5475 -0.778 -0.297 0.959
C 0.3510 -0.0035 -5.7753 0.159 -0.919 -0.987
C 0.7842 1.3066 -5.1990 1.416 -0.317 0.882
C -0.4046 2.1485 -4.7014 2.211 0.200 -1.311
C -0.0156 3.4844 -4.0140 -1.174 -1.192 0.442
C 2.0213 -0.2039 -8.3020 0.173 -1.303 0.373
C 2.8274 1.0900 -8.3306 -2.222 1.142 -0.580
C 1.8119 2.2436 -8.7633 2.911 0.100 -0.278
C 2.6934 3.4733 -8.9952 -0.774 1.089 0.848
H 0.2258 -5.7701 -4.4178 -0.021 0.155 -0.392
H -0.8305 -4.4957 -3.8174 -0.187 -0.453 0.808
H 0.6607 -5.1186 -2.8996 -0.317 0.537 0.209
H 1.8608 -4.1317 -4.9547 0.394 0.463 -0.034
H 1.1099 -2.8087 -3.9769 0.202 -0.200 0.079
H -0.6217 -2.5243 -5.4805 -0.380 -0.220 -0.123
H -0.4738 -4.1615 -6.1314 0.134 0.218 -0.688
H 0.1586 -2.3193 -7.6426 0.050 -0.276 -0.840
H 1.5943 -3.3442 -7.4212 0.271 0.318 -0.025
H 3.3152 -2.3179 -5.5835 0.265 0.201 0.199
H 2.8340 -0.8879 -4.5268 -0.799 -0.890 0.213
H 4.0318 0.7611 -5.6144 -0.528 -0.068 -0.389
H 4.4678 -0.4758 -6.8929 0.486 0.736 -0.090
H 6.2204 0.2101 -5.2760 0.059 0.244 -0.152
H 6.0345 -1.4653 -5.2431 -0.388 -0.343 -0.059
H 6.1256 -0.1840 -2.9736 -0.047 -0.615 0.110
H 4.7844 -1.4223 -3.3243 0.286 -0.013 1.104
H 4.4890 0.2903 -3.2937 -0.132 0.255 -0.111
H -0.0088 -0.6297 -4.9589 -0.128 -0.179 -0.131
H -0.4246 0.1071 -6.5332 -0.369 0.001 0.019
H 1.4249 1.8279 -5.9103 -0.368 0.547 -0.185
H 1.5150 0.9890 -4.4552 -0.044 0.455 0.794
H -1.0696 1.5575 -4.0716 -0.009 0.071 -0.142
H -0.7855 2.2971 -5.7119 -1.327 0.649 0.360
H 0.5256 4.2521 -4.5671 -0.193 -0.325 -0.310
H 0.5155 3.2744 -3.0856 0.188 -0.042 -0.012
H -1.0068 3.8172 -3.7060 0.215 0.877 0.083
H 1.1063 -0.0752 -8.8802 -0.497 0.099 0.539
H 2.4271 -1.0493 -8.8575 0.768 -0.045 0.004
H 3.6306 1.0509 -9.0664 -0.010 -0.090 0.167
H 3.2179 1.3928 -7.3591 0.105 -0.170 -0.283
H 1.0853 2.4856 -7.9877 -0.144 -0.298 -0.100
H 1.3447 2.1195 -9.7403 -0.319 -0.908 0.249
H 3.0110 3.9101 -8.0484 0.012 0.016 0.208
H 2.0201 4.2059 -9.4402 0.502 0.370 -0.282
H 3.6198 3.3656 -9.5593 -0.380 -0.397 -0.388
C -3.8766 -4.9653 -0.6657 0.410 0.725 0.088
C -2.6613 -4.2410 0.0099 -1.328 -0.145 -0.104
C -2.5979 -4.5003 1.5102 -0.016 -0.628 -0.090
C -3.8420 -4.2106 2.3957 -0.157 1.315 -0.964
P -4.2032 -2.3550 2.4902 0.641 0.683 0.712
C -2.7471 -1.7390 3.2167 1.123 -0.794 1.319
C -2.4637 -2.5302 4.5249 2.150 1.855 0.415
C -1.2691 -1.7989 5.2141 0.780 0.390 1.353
C -0.4547 -2.6713 6.2195 -0.560 0.649 -1.532
C -4.0799 -1.3492 0.8959 1.302 -2.385 0.885
C -4.6108 0.0385 0.8677 -1.354 -2.328 0.811
C -4.4310 0.4885 -0.5134 0.167 1.169 -2.373
C -4.7227 1.9749 -0.5598 0.236 -0.617 -0.805
C -5.5461 -1.7923 3.6811 -0.590 -1.184 -1.759
C -5.4884 -0.5278 4.4901 0.836 0.464 0.710
C -6.7395 -0.4069 5.3222 -0.393 0.070 -0.345
C -6.9105 0.9810 5.9532 -1.084 0.069 -1.001
H -4.8609 -4.6603 -0.3105 0.051 0.168 0.716
H -3.8152 -6.0418 -0.5066 0.073 -0.008 -0.272
H -4.0073 -4.7086 -1.7170 0.635 -0.360 -0.228
H -2.6907 -3.1612 -0.1358 -0.031 -0.089 -0.312
H -1.7012 -4.5455 -0.4067 -0.134 -0.183 -0.139
H -1.6628 -4.0452 1.8367 -0.233 0.301 0.575
H -2.4450 -5.5698 1.6547 0.074 -0.208 0.002
H -3.6265 -4.5905 3.3944 -0.341 0.390 0.097
H -4.7534 -4.6796 2.0250 0.167 -0.251 -0.091
H -2.8234 -0.6783 3.4559 -0.355 0.026 0.102
H -1.9517 -1.7525 2.4716 0.452 -0.336 0.158
H -2.0671 -3.5444 4.4786 -0.406 -0.149 -0.880
H -3.3498 -2.5591 5.1591 0.020 0.108 0.165
H -1.4515 -0.8771 5.7664 -1.407 0.006 0.244
H -0.5364 -1.3257 4.5604 -0.077 -0.733 -1.105
H 0.2660 -3.2409 5.6328 -0.030 -0.406 0.269
H -1.1660 -3.3235 6.7263 0.480 0.022 0.515
H 0.1059 -1.9695 6.8369 -0.128 -0.481 0.485
H -4.3088 -2.0890 0.1288 -0.760 0.756 -0.510
H -3.0110 -1.1694 0.7809 0.436 -0.758 0.283
H -4.1348 0.5963 1.6742 -0.213 0.408 -0.197
H -5.6691 -0.1732 1.0208 -0.461 1.303 0.423
H -5.0939 -0.0971 -1.1504 -0.252 0.060 -0.059
H -3.4535 0.3438 -0.9733 0.446 -0.376 0.559
H -3.8714 2.3529 0.0064 -0.820 0.879 0.733
H -5.7610 2.0085 -0.2299 0.286 1.200 0.596
H -4.6314 2.4600 -1.5316 -0.194 -0.333 -0.191
H -6.0550 -2.5842 4.2307 0.614 -0.474 0.033
H -6.2856 -1.5709 2.9116 -0.605 0.096 -0.047
H -5.3988 0.2844 3.7687 -0.064 0.419 0.290
H -4.7412 -0.3847 5.2708 0.971 -0.488 -0.569
H -6.8545 -1.1770 6.0849 0.584 -0.203 -0.018
H -7.5622 -0.6073 4.6357 -0.408 0.163 0.124
H -6.1752 1.7747 5.8211 0.773 -0.658 0.172
H -7.2173 0.9138 6.9970 -0.167 0.275 -0.252
H -7.6853 1.3381 5.2748 -0.644 0.744 0.898
C 4.3709 3.9923 -1.0430 -0.095 -1.378 0.739
C 3.2099 4.2223 -0.0434 -0.397 -0.388 -0.603
C 2.2214 3.0399 0.1253 0.086 0.211 -1.372
C 1.1261 3.0045 1.2403 1.421 -0.692 -0.561
P 1.5711 2.3934 2.8669 -0.300 -1.021 0.346
C -0.0078 1.9782 3.7626 0.852 0.116 -0.186
C -1.1845 2.9015 3.6005 -1.212 0.219 -0.418
C -2.5257 2.3597 4.2367 1.469 -0.211 -0.129
C -3.7279 3.1890 3.8842 -0.062 1.071 0.374
C 2.7155 0.9589 2.8809 0.370 -0.433 0.757
C 2.9330 -0.0043 4.1290 -0.678 -0.782 -0.849
C 3.7080 -1.3079 3.7125 0.339 2.310 -0.619
C 4.0013 -2.2136 4.8718 -1.284 0.426 -0.194
C 2.3667 3.7949 3.7112 -0.528 0.077 1.638
C 2.6986 3.4560 5.2124 0.278 0.482 0.051
C 3.3204 4.5750 6.1409 0.558 -1.726 -2.280
C 2.3954 5.6708 6.4787 -0.450 0.883 0.711
H 4.0261 3.7715 -2.0531 -0.279 0.748 -0.158
H 4.8911 3.0561 -0.8406 0.325 -0.053 0.520
H 5.1056 4.7957 -0.9912 -0.223 0.022 -0.290
H 2.7042 5.0497 -0.5412 -0.387 0.448 0.954
H 3.5744 4.4376 0.9610 0.238 0.617 -0.216
H 2.8008 2.1322 -0.0431 -0.009 -0.386 1.143
H 1.6030 2.9362 -0.7663 -0.030 0.545 -0.382
H 0.3948 2.3203 0.8098 -0.464 0.022 0.536
H 0.7127 3.9771 1.5073 -0.200 0.175 -0.572
H 0.3899 2.0823 4.7721 -0.502 -0.749 0.403
H -0.3930 0.9923 3.5021 0.896 -0.438 0.016
H -1.4312 3.0633 2.5512 0.283 0.097 -0.227
H -0.8909 3.8606 4.0272 -0.566 0.292 0.094
H -2.2778 2.1841 5.2835 -0.638 0.409 0.373
H -2.8382 1.3773 3.8824 0.867 -0.425 -0.342
H -3.9181 3.1405 2.8121 -0.117 -0.233 -0.058
H -3.5835 4.2507 4.0848 -0.012 0.083 0.215
H -4.6109 2.8681 4.4368 -0.035 -0.026 -0.136
H 3.6715 1.4128 2.6200 0.225 0.012 -0.111
H 2.4307 0.3033 2.0580 -0.347 0.123 -0.204
H 1.9667 -0.3716 4.4744 -0.348 0.218 0.017
H 3.4105 0.4079 5.0179 0.159 0.440 -0.335
H 4.6632 -0.9779 3.3041 0.167 0.142 -0.199
H 3.2049 -1.7971 2.8784 -0.199 -0.108 0.173
H 4.8702 -2.7933 4.5601 -0.278 -0.456 0.900
H 3.0604 -2.7331 5.0534 0.384 -0.971 0.044
H 4.0814 -1.6183 5.7813 0.908 -0.106 0.038
H 1.5827 4.5521 3.7024 -0.090 0.303 -0.022
H 3.2077 4.2426 3.1816 0.095 -0.418 -0.173
H 3.3830 2.6077 5.2207 -0.022 -0.041 0.033
H 1.7798 3.1471 5.7108 -0.080 -0.196 -0.025
H 4.1892 4.9465 5.5974 0.220 0.160 0.097
H 3.7055 4.0358 7.0063 -0.113 0.228 0.174
H 1.9328 6.1852 5.6364 -0.012 -0.268 -0.237
H 2.9592 6.4483 6.9942 -0.216 0.037 0.285
H 1.6145 5.2863 7.1349 -0.169 0.278 0.068
C -0.0189 -1.1480 -0.0729 -0.707 1.056 4.030
O 0.3269 -2.5008 0.2076 1.694 -0.907 -1.063
O -0.0367 -0.4425 1.1500 0.115 -0.258 -2.907
C 0.7404 -0.4235 -1.2341 -1.196 -0.160 1.719
F 1.9130 0.1054 -0.8356 -0.328 0.059 -0.569
F 0.9396 -1.2415 -2.2396 1.036 -1.272 -1.406
F -0.0438 0.5409 -1.8051 0.421 0.468 0.795
C 1.7165 -2.8508 0.2845 -0.703 -1.619 -0.859
C 1.7615 -4.4023 0.4022 -0.699 0.253 1.939
H 2.7022 -4.8282 0.7511 0.326 0.302 -0.474
H 1.1091 -4.6257 1.2464 -0.200 -0.024 0.347
H 1.3160 -5.0452 -0.3569 0.328 0.668 -0.697
H 2.1713 -2.3463 1.1371 0.217 -0.112 -0.126
H 2.2145 -2.6539 -0.6648 0.203 0.743 0.074
H -0.9959 -1.4318 -0.4642 -0.802 1.024 -0.607
```
Positions in Å, forces in eV/Å.

The gap between HOMO and LUMO comes out at 8.15 eV. The calculation puts the LUMO energy at -3.158 eV. The total energy comes out at -95870.4952 eV. Its charge is +2. The value obtained for the relative energy (zero: lowest compared OMol25 entry of this formula, charge and spin) is 380.02 kJ/mol.

Mulliken population analysis, charges in e, atoms 1 to 99: -1.560 0.786 -0.805 -1.434 1.304 -0.036 -0.909 -0.838 -1.081 -0.653 -0.263 -0.696 -1.019 -1.210 -0.509 -0.316 -1.422 0.433 0.447 0.216 0.266 -0.367 0.382 0.549 0.411 0.544 0.853 -0.408 0.226 0.520 0.423 0.416 0.452 0.245 0.196 0.061 0.719 0.241 0.016 0.286 0.582 0.398 -0.061 0.399 0.678 0.526 0.615 0.005 0.097 0.429 0.316 0.410 0.343 -1.779 1.072 -0.743 -1.108 0.826 0.614 -1.184 -0.058 -1.600 -0.872 0.422 -0.216 -1.290 -1.801 0.829 -0.953 -1.167 0.357 0.425 0.400 -0.703 0.364 0.116 0.633 0.540 0.747 -0.444 0.446 0.388 0.395 0.286 -0.175 0.314 0.389 0.448 1.069 -0.542 -0.453 0.343 0.440 0.185 0.192 0.379 0.393 0.563 0.842